Entry 1:
Computed, not measured: a structure of composition C26H29CrF3N8O11S in a non-equilibrium geometry, with ωB97M-V/def2-TZVPD.

⟨S²⟩: 6.04
2S+1: 5
Total charge: 0
Molar mass in Da: 770.62
Max |F| in Eh/bohr: 0.036
LUMO (alpha / beta) in eV: -0.809 / -0.838
E_tot in eV: -109291.828
Gap between HOMO and LUMO (alpha / beta) in eV: 5.21 / 7.54
Relative energy (zero: lowest compared OMol25 entry of this formula, charge and spin) in eV: 1.675

Each line ends with the Mulliken spin population.
Element x y z (Å)
1 Cr 0.221 -0.213 0.419  3.1335
2 O -6.482 -1.209 4.812  0.0017
3 C -5.628 -0.179 4.619  -0.0037
4 O -5.713 0.803 5.303  0.0110
5 C -4.626 -0.333 3.536  0.0614
6 C -4.874 -1.062 2.371  -0.0496
7 C -3.964 -1.080 1.333  0.1325
8 C -2.740 -0.390 1.432  -0.1417
9 C -2.460 0.267 2.651  0.0700
10 C -3.395 0.317 3.660  -0.0363
11 N -1.848 -0.299 0.391  0.1161
12 C -2.282 -0.391 -0.882  0.3137
13 C -1.353 -0.296 -1.934  0.0744
14 C -1.701 -0.415 -3.293  0.1189
15 C -0.710 -0.415 -4.243  -0.0154
16 C 0.624 -0.280 -3.845  0.1565
17 C 0.896 -0.112 -2.501  -0.0298
18 N -0.052 -0.099 -1.568  0.0088
19 H -6.219 -1.975 4.291  0.0003
20 H -5.807 -1.602 2.250  -0.0007
21 H -4.178 -1.668 0.450  0.0157
22 H -1.508 0.764 2.754  0.0383
23 H -3.190 0.864 4.573  -0.0005
24 H -3.339 -0.488 -1.102  0.0532
25 H -2.742 -0.523 -3.567  0.0008
26 H -0.957 -0.531 -5.290  0.0004
27 H 1.430 -0.309 -4.562  0.0080
28 H 1.910 0.010 -2.152  0.0088
29 C 1.134 0.876 3.990  0.0015
30 C 0.783 -0.502 3.563  0.0298
31 N 0.436 -0.881 2.346  -0.1049
32 C 0.262 -2.241 2.374  0.0425
33 C 0.479 -2.695 3.636  -0.0008
34 N 0.798 -1.579 4.369  0.0036
35 C 0.408 -4.032 4.266  -0.0002
36 O 0.177 -5.038 3.458  -0.0001
37 O 0.554 -4.138 5.462  -0.0001
38 C 0.144 -2.939 1.068  -0.0339
39 O 0.025 -4.162 1.026  0.0086
40 O 0.215 -2.143 0.062  -0.0152
41 H 2.117 1.135 3.590  0.0012
42 H 1.156 0.951 5.075  0.0003
43 H 0.423 1.594 3.585  0.0002
44 H 1.046 -1.622 5.345  -0.0008
45 H 0.103 -4.751 2.497  -0.0006
46 N 0.519 3.000 -1.143  0.0028
47 C -0.491 3.577 -0.280  -0.0036
48 C -0.312 5.105 -0.029  -0.0009
49 C -1.474 6.038 -0.445  0.0000
50 C -2.638 6.193 0.544  0.0000
51 N -3.341 4.959 0.838  -0.0001
52 C -4.331 4.451 0.147  0.0025
53 N -4.907 5.114 -0.875  0.0002
54 N -4.790 3.235 0.454  0.0021
55 C -0.514 2.758 1.042  -0.0278
56 O -1.087 3.242 2.043  0.0058
57 O 0.080 1.648 1.100  0.0042
58 H 1.380 2.817 -0.642  0.0029
59 H 0.718 3.591 -1.940  0.0003
60 H -1.463 3.417 -0.768  0.0080
61 H 0.553 5.410 -0.617  0.0007
62 H -0.064 5.280 1.021  0.0001
63 H -1.870 5.717 -1.414  -0.0003
64 H -1.061 7.040 -0.580  0.0000
65 H -3.345 6.939 0.173  0.0000
66 H -2.246 6.560 1.493  0.0001
67 H -2.770 4.304 1.447  -0.0004
68 H -4.636 6.054 -1.090  0.0000
69 H -5.752 4.766 -1.289  0.0001
70 H -4.358 2.679 1.181  0.0013
71 H -5.566 2.828 -0.036  -0.0020
72 F 4.495 0.395 1.788  -0.0001
73 C 4.668 -0.273 0.628  -0.0008
74 F 4.954 0.624 -0.328  0.0001
75 F 5.714 -1.078 0.769  -0.0003
76 S 3.079 -1.158 0.236  -0.0059
77 O 2.900 -2.000 1.379  0.0017
78 O 3.248 -1.755 -1.049  0.0012
79 O 2.209 0.059 0.223  0.0308

Entry 2:
Computed, not measured: a cluster of 2 separate species, C2H2ClFO2 in total in a non-equilibrium geometry, with ωB97M-V/def2-TZVPD.

2S+1: 1
Total charge: 0
Molar mass in Da: 112.49
Max |F| in Eh/bohr: 0.082
LUMO in eV: 0.595
E_tot in eV: -21438.480
Gap between HOMO and LUMO in eV: 9.87
Relative energy (zero: lowest compared OMol25 entry of this formula, charge and spin) in eV: 2.877

Each line ends with the Löwdin charge.
Element x y z (Å)
1 C -0.386 1.470 1.232  -0.6249
2 C 0.759 -1.227 -0.931  -0.3012
3 O -1.432 2.033 0.522  -0.1964
4 O 0.649 -0.136 -1.425  0.0825
5 F 0.547 -1.430 0.372  0.0607
6 Cl -0.938 1.525 2.754  0.7134
7 H 1.060 -2.124 -1.458  0.1332
8 H -1.191 2.222 -0.455  0.1326

Entry 3:
Computed, not measured: a structure of composition C2H3O2Yb in a non-equilibrium geometry, with ωB97M-V/def2-TZVPD.

⟨S²⟩: 0.75
2S+1: 2
Total charge: 0
Molar mass in Da: 232.08
Max |F| in Eh/bohr: 0.065
LUMO (alpha / beta) in eV: 0.147 / -0.415
E_tot in eV: -37743.301
Gap between HOMO and LUMO (alpha / beta) in eV: 5.56 / 7.69
Relative energy (zero: lowest compared OMol25 entry of this formula, charge and spin) in eV: 0.000

Each line ends with the Mulliken spin population.
Element x y z (Å)
1 C -0.036 0.471 0.710  0.0103
2 C 0.888 0.159 1.588  0.0234
3 O 1.675 -0.213 2.366  -0.0070
4 H -0.984 0.900 1.037  0.0046
5 Yb -0.841 -1.904 -0.498  0.9934
6 O -0.179 -0.236 -1.871  -0.0271
7 H 0.175 0.799 -0.695  -0.0032
8 H -0.698 0.024 -2.638  0.0056

Entry 4:
Computed, not measured: a structure of composition C16H10N3OsSe3Te, with ωB97M-V/def2-TZVPD.

2S+1: 1
Total charge: +1
Molar mass in Da: 798.99
Max |F| in Eh/bohr: 0.008
LUMO in eV: -4.833
E_tot in eV: -227016.126
Gap between HOMO and LUMO in eV: 6.48
Relative energy (zero: lowest compared OMol25 entry of this formula, charge and spin) in eV: 0.000

Each line ends with the Löwdin charge.
Element x y z (Å)
1 Os -0.399 -2.683 -0.240  0.9656
2 N 0.630 6.985 -0.980  0.1772
3 C 0.598 5.847 -0.828  -0.1701
4 C 0.554 4.421 -0.640  -0.2154
5 C 0.373 3.894 0.637  -0.0032
6 C 0.332 2.523 0.814  -0.0100
7 C 0.469 1.669 -0.277  -0.1579
8 C 0.650 2.203 -1.550  -0.0039
9 C 0.693 3.573 -1.735  -0.0052
10 C 0.398 0.201 -0.095  -0.1081
11 C 1.066 -0.499 0.993  -0.2719
12 C 1.912 -0.157 2.002  0.0178
13 C 2.227 -1.370 2.710  -0.0446
14 C 1.568 -2.383 2.096  -0.1535
15 N 0.851 -1.866 1.007  -0.2067
16 C -0.256 -0.607 -0.922  -0.1137
17 C -1.172 -1.207 -1.740  -0.2635
18 C -2.636 -1.081 -1.456  -0.0536
19 C -3.144 -1.894 -0.540  -0.2230
20 N -2.232 -2.761 0.079  -0.6906
21 H 0.260 4.560 1.480  0.1280
22 H 0.172 2.115 1.804  0.1215
23 H 0.780 1.540 -2.396  0.1232
24 H 0.840 3.991 -2.721  0.1276
25 H 2.287 0.828 2.227  0.1194
26 H 2.886 -1.462 3.557  0.1109
27 H 1.596 -3.438 2.309  0.0674
28 H -0.876 -1.488 -2.748  0.0923
29 H -3.226 -0.332 -1.966  0.1264
30 H -4.175 -1.902 -0.212  0.1193
31 Se -2.815 -4.234 1.077  0.6696
32 Se -0.573 -4.850 1.201  0.0875
33 Te 0.029 -6.185 -0.880  0.5130
34 Se 0.333 -3.951 -2.067  0.1283

Entry 5:
Computed, not measured: the molecule C16H12Cl2N4O2 in a non-equilibrium geometry, with ωB97M-V/def2-TZVPD.

2S+1: 1
Total charge: 0
Molar mass in Da: 363.20
SMILES: O=C1CN(c2cc(Cl)cc(Cl)c2)C(=O)CN1/N=C/c1cccnc1
Max |F| in Eh/bohr: 0.046
LUMO in eV: -0.245
E_tot in eV: -51886.247
Gap between HOMO and LUMO in eV: 8.72

Each line ends with the Löwdin charge.
Element x y z (Å)
1 O 0.932 -0.913 -1.703  0.0574
2 C 0.476 -0.023 -0.976  -0.3687
3 C 1.286 1.227 -0.896  -0.0330
4 N 1.155 1.882 0.423  0.0070
5 C 2.282 2.476 1.030  -0.1812
6 C 2.557 2.281 2.412  -0.0164
7 C 3.732 2.822 2.950  -0.6264
8 Cl 4.087 2.553 4.650  0.6611
9 C 4.638 3.478 2.121  -0.1217
10 C 4.358 3.668 0.762  -0.6385
11 Cl 5.519 4.438 -0.303  0.6658
12 C 3.176 3.207 0.227  -0.0535
13 C -0.105 1.981 0.981  -0.3857
14 O -0.346 2.729 1.934  0.0675
15 C -1.241 1.153 0.388  -0.0183
16 N -0.773 -0.059 -0.323  -0.0574
17 N -1.775 -1.007 -0.441  0.1077
18 C -1.586 -2.191 -0.955  -0.0680
19 C -2.709 -3.099 -1.128  -0.1957
20 C -2.542 -4.307 -1.824  -0.0220
21 C -3.655 -5.132 -1.979  -0.0620
22 C -4.884 -4.786 -1.387  -0.1325
23 N -5.015 -3.642 -0.702  0.0503
24 C -3.990 -2.788 -0.619  -0.0834
25 H 0.898 1.919 -1.669  0.1522
26 H 2.340 0.988 -1.076  0.1443
27 H 1.912 1.706 3.089  0.1224
28 H 5.583 3.852 2.462  0.0997
29 H 3.015 3.360 -0.839  0.1144
30 H -1.898 0.875 1.203  0.1305
31 H -1.803 1.798 -0.301  0.1403
32 H -0.600 -2.563 -1.193  0.1100
33 H -1.549 -4.537 -2.232  0.1215
34 H -3.554 -6.030 -2.543  0.0888
35 H -5.753 -5.466 -1.459  0.1115
36 H -4.165 -1.852 -0.085  0.1122

Entry 6:
Computed, not measured: a structure of composition C2O4Yb in a non-equilibrium geometry, with ωB97M-V/def2-TZVPD.

2S+1: 1
Total charge: +2
Molar mass in Da: 261.06
Max |F| in Eh/bohr: 0.075
LUMO in eV: -10.775
E_tot in eV: -41769.795
Gap between HOMO and LUMO in eV: 9.72

Each line ends with the Löwdin charge.
Element x y z (Å)
1 O 2.434 -0.464 0.157  -0.0898
2 C 3.040 -1.338 0.557  0.1952
3 O -1.395 1.132 0.349  0.0854
4 O -1.711 -0.530 -1.184  0.2360
5 C -1.933 0.000 -0.162  -0.5444
6 O -1.668 -0.176 1.107  0.2801
7 Yb 1.233 1.376 -0.825  1.8375

Entry 7:
Computed, not measured: a cluster of 11 separate species, H24NO10 in total in a non-equilibrium geometry, with ωB97M-V/def2-TZVPD.

2S+1: 1
Total charge: +1
Molar mass in Da: 198.19
Max |F| in Eh/bohr: 0.330
LUMO in eV: -3.229
E_tot in eV: -22345.869
Gap between HOMO and LUMO in eV: 10.63
Relative energy (zero: lowest compared OMol25 entry of this formula, charge and spin) in eV: 4.928

Each line ends with the Löwdin charge.
Element x y z (Å)
1 N 0.364 -0.176 -0.262  0.3732
2 H 0.583 0.340 0.620  0.1046
3 H -0.383 -0.841 0.096  0.1455
4 H 1.124 -0.374 -0.514  -0.0632
5 H -0.002 0.450 -0.992  0.1479
6 O -1.685 2.416 -2.446  -0.0671
7 H -1.345 2.249 -3.284  -0.0142
8 H -1.860 3.429 -2.354  0.1078
9 O -3.033 -0.323 -0.065  -0.1154
10 H -3.154 -0.091 0.858  0.0099
11 H -3.345 -1.330 -0.268  0.1352
12 O -1.119 2.842 0.685  -0.0442
13 H -1.048 3.444 1.469  0.0734
14 H -0.446 2.909 0.054  -0.0135
15 O 0.724 -3.140 -1.179  -0.0074
16 H 0.295 -3.455 -1.874  -0.0437
17 H 0.460 -3.825 -0.508  0.0966
18 O -1.557 -0.181 3.490  -0.1145
19 H -2.250 0.440 3.815  0.0589
20 H -0.777 0.384 3.118  0.0132
21 O 2.814 0.605 -2.475  0.0347
22 H 3.570 0.189 -2.379  -0.0410
23 H 2.406 0.427 -3.300  0.0349
24 O -0.660 -2.521 1.591  -0.0160
25 H 0.283 -2.671 1.867  0.0875
26 H -0.920 -1.848 2.124  -0.0643
27 O 2.884 0.330 1.013  0.0003
28 H 3.210 -0.069 1.899  0.1439
29 H 2.973 1.202 1.146  -0.0122
30 O -0.348 -1.235 -3.102  -0.0389
31 H -0.687 -1.793 -3.820  0.0637
32 H 0.201 -1.807 -2.586  -0.0299
33 O 0.603 1.110 2.579  -0.0903
34 H 1.556 0.878 2.187  0.0826
35 H 0.573 2.037 2.801  0.0616

Number 7 is which compound?
H24NO10

Among the records above, which one has the lowest max |F|?
C16H10N3OsSe3Te

What did the fifth record say?
Computed, not measured: the molecule C16H12Cl2N4O2 in a non-equilibrium geometry, with ωB97M-V/def2-TZVPD.

2S+1: 1
Total charge: 0
Molar mass in Da: 363.20
SMILES: O=C1CN(c2cc(Cl)cc(Cl)c2)C(=O)CN1/N=C/c1cccnc1
Max |F| in Eh/bohr: 0.046
LUMO in eV: -0.245
E_tot in eV: -51886.247
Gap between HOMO and LUMO in eV: 8.72

Each line ends with the Löwdin charge.
Element x y z (Å)
1 O 0.932 -0.913 -1.703  0.0574
2 C 0.476 -0.023 -0.976  -0.3687
3 C 1.286 1.227 -0.896  -0.0330
4 N 1.155 1.882 0.423  0.0070
5 C 2.282 2.476 1.030  -0.1812
6 C 2.557 2.281 2.412  -0.0164
7 C 3.732 2.822 2.950  -0.6264
8 Cl 4.087 2.553 4.650  0.6611
9 C 4.638 3.478 2.121  -0.1217
10 C 4.358 3.668 0.762  -0.6385
11 Cl 5.519 4.438 -0.303  0.6658
12 C 3.176 3.207 0.227  -0.0535
13 C -0.105 1.981 0.981  -0.3857
14 O -0.346 2.729 1.934  0.0675
15 C -1.241 1.153 0.388  -0.0183
16 N -0.773 -0.059 -0.323  -0.0574
17 N -1.775 -1.007 -0.441  0.1077
18 C -1.586 -2.191 -0.955  -0.0680
19 C -2.709 -3.099 -1.128  -0.1957
20 C -2.542 -4.307 -1.824  -0.0220
21 C -3.655 -5.132 -1.979  -0.0620
22 C -4.884 -4.786 -1.387  -0.1325
23 N -5.015 -3.642 -0.702  0.0503
24 C -3.990 -2.788 -0.619  -0.0834
25 H 0.898 1.919 -1.669  0.1522
26 H 2.340 0.988 -1.076  0.1443
27 H 1.912 1.706 3.089  0.1224
28 H 5.583 3.852 2.462  0.0997
29 H 3.015 3.360 -0.839  0.1144
30 H -1.898 0.875 1.203  0.1305
31 H -1.803 1.798 -0.301  0.1403
32 H -0.600 -2.563 -1.193  0.1100
33 H -1.549 -4.537 -2.232  0.1215
34 H -3.554 -6.030 -2.543  0.0888
35 H -5.753 -5.466 -1.459  0.1115
36 H -4.165 -1.852 -0.085  0.1122

What is the molar mass in the seventh record?
198.19 Da